Record 1
Formula: C38H38F2N2O4Os
Source: the OMol25 dataset
Level of theory: ωB97M-V with the def2-TZVPD basis set

Element x y z (Å)
Os 0.837 -0.793 -1.097
C -4.163 -1.973 4.386
C -4.243 -0.568 3.817
C -5.666 -0.204 3.426
C -5.729 1.238 2.958
C -4.749 1.466 1.844
C -4.952 2.466 0.923
C -4.049 2.658 -0.121
F -4.285 3.642 -0.994
C -2.952 1.865 -0.285
C -2.719 0.836 0.641
C -1.573 -0.029 0.465
O -0.824 0.206 -0.560
C -1.390 -1.049 1.406
C -2.294 -1.155 2.450
N -3.355 -0.384 2.619
C -3.609 0.640 1.710
C -0.332 -2.122 1.387
O -0.172 -2.835 2.348
O 0.341 -2.256 0.266
H -4.923 -2.062 5.160
H -3.208 -2.198 4.858
H -4.375 -2.725 3.623
H -3.883 0.150 4.560
H -6.308 -0.350 4.294
H -6.015 -0.886 2.646
H -5.489 1.905 3.792
H -6.731 1.503 2.624
H -5.820 3.109 0.989
H -2.293 2.002 -1.129
H -2.119 -1.937 3.173
C 4.006 -3.653 -1.226
C 3.634 -2.268 -1.627
O 2.428 -1.981 -1.690
C 4.671 -1.289 -1.969
C 5.957 -1.411 -1.439
C 6.921 -0.465 -1.747
C 6.620 0.571 -2.618
C 5.351 0.674 -3.179
C 4.373 -0.243 -2.843
H 3.133 -4.298 -1.265
H 4.367 -3.629 -0.192
H 4.811 -4.046 -1.844
H 6.202 -2.230 -0.776
H 7.912 -0.547 -1.323
H 7.384 1.291 -2.881
H 5.146 1.457 -3.898
H 3.385 -0.199 -3.289
F -5.438 -1.986 -0.671
C -4.224 -2.063 -1.216
C -3.853 -1.098 -2.149
C -2.588 -1.155 -2.677
C -1.675 -2.172 -2.287
C -0.355 -2.195 -2.771
C -2.118 -3.149 -1.353
C -3.384 -3.098 -0.823
H -4.564 -0.334 -2.433
H -2.269 -0.415 -3.400
H -0.092 -1.578 -3.626
H 0.252 -3.077 -2.606
H -1.435 -3.932 -1.053
H -3.740 -3.835 -0.116
C 2.294 2.593 -2.420
N 1.730 3.459 -1.351
C 2.770 4.388 -0.822
C 1.017 2.637 -0.276
C 1.916 1.702 0.484
C 2.637 2.244 1.552
C 3.491 1.471 2.318
C 3.613 0.122 2.027
C 2.884 -0.429 0.986
C 2.015 0.328 0.189
H 2.719 3.222 -3.199
H 1.502 1.968 -2.827
H 3.061 1.969 -1.969
H 1.002 4.038 -1.769
H 3.575 3.799 -0.394
H 2.327 5.027 -0.063
H 3.142 4.992 -1.646
H 0.234 2.102 -0.808
H 0.556 3.370 0.386
H 2.503 3.288 1.810
H 4.033 1.911 3.144
H 4.255 -0.510 2.628
H 2.945 -1.499 0.832

Its spin multiplicity is 5. The energy above the lowest of the compared OMol25 structures with the same formula, charge and spin is 0.438 eV. As for the charge: +2. The expectation value of S² is 6.042.

Record 2
Formula: C38H39BN3P2Ti
Source: the OMol25 dataset
Level of theory: ωB97M-V with the def2-TZVPD basis set

Element x y z (Å)
Ti -0.858 0.718 -0.922
C -1.196 2.940 -3.107
C -0.299 3.923 -2.714
C -0.431 4.534 -1.473
C -1.413 4.119 -0.584
C -2.323 3.137 -0.974
C -2.238 2.573 -2.252
H -1.118 2.498 -4.091
H 0.481 4.239 -3.394
H 0.240 5.340 -1.207
H -1.514 4.585 0.388
H -3.165 2.891 -0.334
H -3.030 1.924 -2.603
C 2.994 0.162 -0.955
N 2.022 0.063 0.166
P 0.767 -1.126 0.067
C 0.701 -1.855 1.718
C -0.470 -2.466 2.148
C -0.509 -3.105 3.379
C 0.625 -3.139 4.177
C 1.800 -2.538 3.746
C 1.840 -1.893 2.521
C 1.289 -2.481 -0.988
C 2.442 -3.212 -0.685
C 2.782 -4.314 -1.446
C 1.961 -4.713 -2.496
C 0.798 -4.015 -2.778
C 0.461 -2.899 -2.025
P 1.193 1.544 0.511
C 0.287 1.243 2.049
C 0.898 0.950 3.267
C 0.124 0.682 4.382
C -1.264 0.708 4.299
C -1.889 1.017 3.100
C -1.104 1.285 1.986
C 2.463 2.738 0.954
C 2.133 4.091 0.978
C 3.051 5.019 1.442
C 4.296 4.601 1.889
C 4.618 3.252 1.894
C 3.703 2.316 1.437
H 3.463 -0.803 -1.112
H 3.767 0.882 -0.699
H 2.525 0.475 -1.891
H -1.353 -2.477 1.518
H -1.419 -3.584 3.711
H 0.596 -3.642 5.135
H 2.686 -2.573 4.366
H 2.750 -1.407 2.194
H 3.071 -2.932 0.151
H 3.681 -4.870 -1.218
H 2.229 -5.577 -3.089
H 0.158 -4.329 -3.590
H -0.449 -2.360 -2.258
H 1.978 0.930 3.340
H 0.600 0.455 5.326
H -1.857 0.503 5.180
H -2.968 1.072 3.042
H -1.632 1.626 1.080
H 1.156 4.420 0.660
H 2.793 6.069 1.460
H 5.013 5.327 2.246
H 5.582 2.925 2.261
H 3.951 1.264 1.472
B 1.234 -0.581 -4.845
C 0.541 -0.139 -3.558
N 0.008 0.182 -2.561
H 0.494 -1.413 -5.307
H 1.328 0.413 -5.517
H 2.286 -1.034 -4.468
C -6.155 -2.888 -1.147
C -4.942 -2.022 -1.073
C -4.321 -1.521 -2.216
C -3.203 -0.725 -2.102
N -2.667 -0.393 -0.910
C -3.260 -0.875 0.200
C -4.378 -1.676 0.157
H -6.469 -3.058 -2.173
H -6.980 -2.428 -0.600
H -5.953 -3.853 -0.678
H -4.705 -1.750 -3.200
H -2.710 -0.337 -2.985
H -2.805 -0.602 1.144
H -4.810 -2.030 1.083

Its spin multiplicity is 2. The energy above the lowest of the compared OMol25 structures with the same formula, charge and spin is 1.776 eV. As for the charge: +2. The expectation value of S² is 0.756.

Record 3
Formula: C38H40AsBaFN5O5
Source: the OMol25 dataset
Level of theory: ωB97M-V with the def2-TZVPD basis set

Element x y z (Å)
Ba -0.294 0.139 -0.184
N 2.053 -0.056 1.088
C 1.653 -0.228 2.512
C 2.662 -1.011 3.326
C 2.317 -1.148 4.835
C 2.294 -2.579 5.383
N 1.292 -3.372 4.664
C 1.129 -4.674 4.759
N 0.274 -5.304 3.931
N 1.815 -5.369 5.672
C 0.257 -0.863 2.361
O 0.120 -2.112 2.490
O -0.648 -0.075 1.947
H 2.438 -0.925 0.727
H 2.751 0.663 0.959
H 1.509 0.758 2.940
H 3.621 -0.510 3.203
H 2.766 -1.999 2.872
H 1.334 -0.704 5.029
H 3.032 -0.591 5.435
H 2.052 -2.554 6.447
H 3.281 -3.037 5.269
H 0.806 -2.934 3.889
H -0.188 -4.774 3.208
H 0.102 -6.288 3.999
H 2.350 -4.888 6.373
H 1.641 -6.349 5.811
C 2.191 2.849 -6.926
C 3.131 1.826 -6.293
C 4.598 2.125 -6.536
C 4.998 3.424 -5.844
C 4.585 3.420 -4.383
C 5.226 4.216 -3.464
C 4.839 4.210 -2.125
F 5.502 5.007 -1.270
C 3.822 3.436 -1.672
C 3.156 2.607 -2.584
C 2.049 1.765 -2.123
O 1.560 1.837 -0.972
C 1.570 0.799 -3.072
C 1.965 0.848 -4.363
N 2.884 1.728 -4.823
C 3.537 2.586 -3.931
C 0.614 -0.177 -2.431
O -0.610 0.125 -2.434
O 1.107 -1.080 -1.706
H 2.369 2.916 -8.006
H 2.336 3.844 -6.486
H 1.145 2.561 -6.766
H 2.906 0.849 -6.699
H 4.774 2.187 -7.611
H 5.201 1.295 -6.149
H 4.532 4.275 -6.354
H 6.073 3.575 -5.916
H 6.048 4.860 -3.774
H 3.505 3.454 -0.634
H 1.561 0.170 -5.108
C -6.173 4.890 -0.025
C -5.085 4.711 0.825
C -4.059 3.842 0.469
C -4.095 3.151 -0.746
C -5.200 3.316 -1.576
C -6.232 4.183 -1.218
As -2.611 1.943 -1.210
C -3.075 1.659 -3.076
C -3.151 2.680 -4.018
C -3.531 2.405 -5.327
C -3.859 1.105 -5.699
C -3.816 0.084 -4.755
C -3.420 0.362 -3.451
C -1.186 3.290 -1.180
C -0.572 3.868 -2.294
C 0.444 4.802 -2.128
C 0.872 5.161 -0.852
C 0.293 4.568 0.262
C -0.725 3.632 0.095
H -6.976 5.569 0.250
H -5.034 5.248 1.770
H -3.231 3.709 1.155
H -5.275 2.770 -2.503
H -7.084 4.303 -1.882
H -2.954 3.701 -3.729
H -3.591 3.210 -6.051
H -4.159 0.890 -6.719
H -4.087 -0.931 -5.035
H -3.375 -0.433 -2.729
H -0.880 3.590 -3.293
H 0.909 5.252 -3.001
H 1.666 5.894 -0.729
H 0.628 4.832 1.261
H -1.166 3.163 0.972

Its spin multiplicity is 1. The energy above the lowest of the compared OMol25 structures with the same formula, charge and spin is 2.467 eV. As for the charge: +1.

Record 4
Formula: C38H40BrClN3O4PS2V
Source: the OMol25 dataset
Level of theory: ωB97M-V with the def2-TZVPD basis set

Element x y z (Å)
V 0.448 0.622 -0.358
N 3.168 0.252 0.620
N 4.110 -0.652 1.147
C 3.864 -1.986 1.179
N 4.995 -2.704 1.441
S 2.391 -2.751 0.977
H 3.190 0.163 -0.399
H 3.466 1.178 0.894
H 5.071 -0.397 0.977
H 5.911 -2.305 1.329
H 4.907 -3.701 1.355
C -1.881 -5.081 1.457
C -2.069 -4.383 2.650
C -1.586 -3.090 2.779
C -0.901 -2.487 1.722
C -0.715 -3.189 0.535
C -1.207 -4.486 0.402
P -0.340 -0.754 1.751
C 0.626 -0.570 3.300
C 1.081 -1.652 4.044
C 1.894 -1.456 5.157
C 2.268 -0.177 5.538
C 1.827 0.913 4.795
C 1.021 0.714 3.683
C -1.939 0.072 2.241
C -2.268 0.427 3.545
C -3.501 1.013 3.837
C -4.425 1.240 2.828
C -4.111 0.880 1.520
C -2.880 0.309 1.235
H -2.264 -6.089 1.357
H -2.599 -4.845 3.475
H -1.750 -2.545 3.703
H -0.178 -2.730 -0.288
H -1.058 -5.020 -0.528
H 0.817 -2.660 3.750
H 2.243 -2.312 5.720
H 2.906 -0.027 6.402
H 2.117 1.918 5.079
H 0.698 1.564 3.096
H -1.560 0.253 4.346
H -3.739 1.279 4.860
H -5.385 1.691 3.056
H -4.828 1.045 0.724
H -2.645 0.036 0.213
Br 2.223 5.443 -4.910
C 1.749 4.082 -3.685
C 2.313 4.074 -2.422
C 1.924 3.070 -1.532
C 1.000 2.050 -1.832
C 0.505 2.108 -3.148
C 0.849 3.099 -4.066
H 3.038 4.830 -2.140
H 2.397 3.103 -0.548
H -0.188 1.341 -3.491
H 0.425 3.108 -5.063
C 0.559 -3.873 -5.535
C -0.374 -2.771 -5.091
C -1.221 -2.146 -6.005
C -2.097 -1.156 -5.597
Cl -3.138 -0.392 -6.776
C -2.167 -0.764 -4.272
C -1.323 -1.371 -3.357
C -0.433 -2.350 -3.765
O 0.356 -2.927 -2.803
C 1.721 -2.550 -2.842
C 2.090 -1.390 -1.968
O 3.270 -1.129 -1.870
O 1.122 -0.745 -1.358
H 0.083 -4.490 -6.296
H 0.838 -4.511 -4.699
H 1.479 -3.471 -5.968
H -1.205 -2.447 -7.047
H -2.863 0.006 -3.966
H -1.334 -1.089 -2.316
H 2.021 -2.280 -3.855
H 2.319 -3.398 -2.515
O -0.193 2.136 0.785
S -0.021 3.665 0.951
C -1.163 4.073 2.276
C -2.456 4.564 1.619
C -2.010 5.342 0.383
C -1.024 4.421 -0.335
H -0.677 4.842 2.879
H -1.270 3.159 2.863
H -3.050 5.163 2.309
H -3.056 3.701 1.322
H -1.512 6.268 0.681
H -2.837 5.612 -0.273
H -0.358 4.899 -1.052
H -1.506 3.569 -0.817

Its spin multiplicity is 4. The energy above the lowest of the compared OMol25 structures with the same formula, charge and spin is 2.267 eV. As for the charge: 0. The expectation value of S² is 3.760.

Record 5
Formula: C38H40F3N3O14
Source: the OMol25 dataset
Level of theory: ωB97M-V with the def2-TZVPD basis set

Element x y z (Å)
C 9.171 -2.095 0.719
C 7.705 -1.455 0.267
O 7.987 -0.274 -0.566
C 6.799 0.588 -0.727
C 5.368 -0.212 -0.702
O 4.219 0.604 -1.218
C 3.090 0.167 -0.382
C 1.601 0.459 -1.044
O 1.578 0.429 -2.515
C 0.524 1.350 -3.051
C -0.898 0.921 -2.289
N -1.413 1.878 -1.252
C -2.661 1.292 -0.653
C -3.379 2.173 0.572
C -2.790 3.628 1.114
F -1.312 3.706 1.147
F -3.236 3.717 2.555
F -3.452 4.782 0.432
C -4.773 1.660 1.339
C -5.489 0.202 0.941
C -6.833 -0.382 1.687
C -6.605 -0.756 3.285
O -6.129 0.424 4.063
C -5.012 -0.079 4.900
C -4.245 1.214 5.592
C -4.730 -0.655 -0.244
C -5.341 -2.142 -0.686
C -5.253 -3.357 0.390
C -5.751 -4.923 0.150
C -6.390 -5.109 -1.386
C -6.409 -3.764 -2.303
N -5.920 -2.381 -2.039
C -3.364 -0.123 -1.038
N -2.829 -1.020 -2.120
C -1.574 -0.486 -2.748
C -0.862 -1.425 -3.925
O 0.166 -2.345 -3.393
O -0.550 -3.332 -2.863
H 9.392 -1.722 1.808
H 9.990 -1.705 -0.021
H 9.053 -3.279 0.700
H 7.149 -2.330 -0.309
H 7.158 -1.170 1.287
H 6.776 1.374 0.171
H 6.835 1.218 -1.723
H 5.120 -0.416 0.446
H 5.356 -1.224 -1.290
H 3.123 -1.011 -0.192
H 3.150 0.663 0.698
H 0.877 -0.352 -0.552
H 1.239 1.497 -0.581
H 0.469 1.209 -4.224
H 0.829 2.475 -2.832
H -5.319 2.279 2.180
H -7.647 0.463 1.664
H -7.285 -1.326 1.163
H -7.676 -1.012 3.725
H -5.935 -1.714 3.442
H -4.215 -0.569 4.160
H -5.430 -0.855 5.679
H -3.118 0.876 5.738
H -4.769 1.409 6.636
H -4.286 2.144 4.869
H -4.768 -3.104 1.446
H -5.691 -5.780 0.944
H -6.797 -6.169 -1.752
H -6.903 -3.919 -3.381
H -0.474 -0.689 -4.753
H -1.728 -2.122 -4.355
H -0.554 -3.091 -1.873
O 5.813 4.351 -2.350
C 5.022 4.431 -3.284
C 3.920 3.473 -3.463
C 3.086 3.578 -4.499
O 2.047 2.682 -4.672
C 3.241 4.661 -5.509
O 2.470 4.721 -6.461
C 4.328 5.633 -5.317
C 5.159 5.530 -4.279
O 6.182 6.442 -4.090
H 3.820 2.689 -2.722
H 1.589 2.969 -5.493
H 4.418 6.426 -6.049
H 6.643 6.151 -3.273
O 0.742 -0.540 1.434
C 0.659 -1.229 2.444
C 1.803 -1.448 3.342
C 1.684 -2.218 4.426
O 2.755 -2.425 5.275
C 0.396 -2.884 4.762
O 0.321 -3.601 5.755
C -0.756 -2.647 3.878
C -0.637 -1.874 2.796
O -1.715 -1.644 1.962
H 2.734 -0.959 3.085
H 2.416 -3.017 5.982
H -1.691 -3.123 4.144
H -1.375 -1.056 1.252

As for the SMILES: CCOCCOCCOCc1nc2c(C(F)(F)F)cc(CCOCC)c(-c3ccccn3)c2nc1COO.O=C1C=C(O)C(=O)C=C1O.O=C1C=C(O)C(=O)C=C1O. Its spin multiplicity is 1. Its energy is -2988.1500 Eh. As for the charge: 0.